# C46H69BrClF7O10P2

A cluster of 3 separate species, C46H69BrClF7O10P2 in total in a non-equilibrium geometry (ωB97M-V/def2-TZVPD, the Open Molecules 2025 dataset).

XYZ file:
```
136
Properties=species:S:1:pos:R:3:forces:R:3
C 6.14644 -4.15972 3.05164 0.11 0.45 0.78
C 6.30283 -2.59259 2.81736 0.22 -0.93 -0.21
C 6.62279 -2.22620 1.30167 -0.31 -0.18 0.69
C 7.84604 -1.22471 1.14959 -0.96 -0.51 -0.17
C 7.35620 0.24792 1.40389 -0.03 -0.46 0.49
C 8.50872 1.30692 1.60092 -0.25 -0.12 -0.70
C 8.96914 2.03567 0.28176 -0.01 0.64 0.51
C 7.80376 2.87625 -0.41258 1.33 -0.89 -1.31
C 7.19780 1.96686 -1.58462 -0.21 -0.51 1.33
C 5.62627 2.03034 -1.66393 0.29 0.14 -1.65
C 4.99186 0.80958 -2.43227 -0.21 -0.96 -0.60
C 5.84564 -0.18150 -3.11385 -1.88 -0.61 -0.44
C 5.30009 -1.31610 -3.87515 -1.27 1.74 1.10
C 3.85383 -1.47960 -3.96602 0.90 1.65 0.87
Cl 3.22393 -2.85046 -4.93332 0.49 1.18 0.94
C 2.98604 -0.50680 -3.28732 0.93 0.04 0.25
C 3.54429 0.63683 -2.52675 0.35 -2.09 -0.94
C 2.50614 1.62132 -1.89539 0.89 -0.82 -0.38
O 2.73628 2.80398 -1.94872 -0.60 -0.50 0.36
C 1.21855 0.99022 -1.27658 -0.94 -0.76 0.32
C 0.68630 -0.14421 -2.05359 -0.78 -0.13 0.52
C -0.52448 -0.84664 -1.65112 0.51 2.42 2.03
Br -1.29333 -2.37474 -2.58382 0.63 1.30 0.82
C -1.20388 -0.35046 -0.43312 1.97 0.37 -1.35
C -0.68918 0.78844 0.34639 0.18 -0.31 -1.08
C -1.51829 1.24011 1.58537 0.34 -0.29 0.97
C -2.82352 0.43418 1.89040 -0.77 0.58 -1.11
C -4.01117 0.70631 0.85359 -0.22 0.10 1.07
C -5.12294 -0.38100 1.14868 0.19 0.86 -0.10
C -6.31677 -0.39742 0.11836 0.49 -1.19 0.07
C -5.90641 -0.11681 -1.38072 -2.09 -0.23 0.18
C -7.12716 -0.62594 -2.29091 0.32 0.29 -0.18
C 0.56766 1.48552 -0.04600 -0.82 -2.43 -1.79
C 1.18078 2.66750 0.73795 0.86 0.42 1.12
F 2.57795 2.64863 0.75572 -1.74 -0.47 -0.33
F 0.85960 2.65747 2.09839 0.01 -0.40 -1.79
C 0.77340 4.13274 0.20978 0.68 0.71 1.24
F 0.28295 4.86940 1.28656 0.23 -1.02 -1.40
F 1.91181 4.79533 -0.18132 -1.85 -0.82 -0.09
C -0.35532 4.17553 -0.88668 -0.35 2.25 -1.61
F 0.03910 3.70210 -2.10786 -0.75 0.00 2.03
F -1.54502 3.63753 -0.48381 1.88 0.04 -0.57
F -0.62338 5.52004 -1.11063 0.30 -1.59 0.44
C 1.42199 -0.61702 -3.35305 1.50 0.73 0.62
O 0.86800 -1.00285 -4.34826 -0.11 0.15 0.75
H 6.96320 -4.75270 2.56203 -0.83 0.57 0.22
H 5.13076 -4.52960 2.75764 0.99 0.26 -0.04
H 6.24089 -4.36391 4.15875 -0.16 0.18 -1.08
H 5.34156 -2.13349 3.16182 0.99 -0.09 -0.20
H 7.15912 -2.25494 3.46553 -0.93 -0.09 -0.53
H 5.68362 -1.78715 0.86424 0.97 -0.27 0.13
H 6.79690 -3.20192 0.77093 0.07 1.00 0.31
H 8.23042 -1.37893 0.09918 -0.02 0.44 1.10
H 8.62717 -1.52169 1.91027 -0.62 0.36 -0.94
H 6.62640 0.50458 0.58594 0.76 0.01 0.75
H 6.73983 0.22959 2.35300 0.63 -0.03 -0.92
H 8.12504 2.09345 2.31331 0.63 -0.75 -0.63
H 9.40780 0.78173 2.03427 -0.96 0.60 -0.15
H 9.41277 1.32658 -0.47694 -0.52 0.58 0.82
H 9.81401 2.73139 0.56866 -0.88 -0.66 -0.27
H 8.33323 3.72676 -0.93282 -0.93 -0.47 0.83
H 7.02968 3.23125 0.31061 0.69 -0.24 -0.59
H 7.71575 2.20845 -2.54958 -0.73 -0.13 0.73
H 7.50654 0.91025 -1.32604 -0.42 1.04 -0.36
H 5.14920 2.20467 -0.66500 0.43 -0.35 -0.85
H 5.37995 2.92705 -2.30844 0.02 -0.78 0.90
H 6.96234 -0.10887 -3.10576 -1.31 0.12 0.16
H 5.99619 -2.01911 -4.39396 -0.85 0.69 0.57
H -2.12531 -0.91345 -0.16122 0.91 0.83 0.02
H -1.78875 2.33704 1.57964 0.45 -1.10 -0.34
H -0.83885 1.12520 2.48230 -0.70 0.12 -0.95
H -2.66425 -0.68091 1.87329 0.11 1.14 0.46
H -3.22015 0.78861 2.88376 0.61 -0.71 -0.81
H -3.66209 0.73326 -0.20881 -0.30 -0.24 0.88
H -4.46161 1.72203 1.07167 0.57 -0.92 -0.31
H -5.53619 -0.13215 2.17157 0.48 -0.49 -0.95
H -4.58561 -1.37288 1.22708 -0.84 0.83 -0.26
H -7.17626 0.25166 0.45693 1.05 -0.38 -0.50
H -6.73392 -1.44987 0.13602 0.36 1.07 0.07
H -5.84797 0.99471 -1.50707 0.53 -1.02 -0.11
H -4.99122 -0.66777 -1.71059 -0.55 0.70 0.57
H -7.76796 0.23171 -2.62950 0.59 -0.79 0.29
H -6.74026 -1.15245 -3.20049 -0.40 0.51 0.69
H -7.79515 -1.34235 -1.74593 0.68 0.60 -0.40
O -1.29640 -9.03476 -1.03924 -0.36 1.83 -3.57
P -0.27678 -7.91895 -0.99923 2.70 -1.97 7.96
O 1.06380 -8.81387 -0.63312 -0.19 0.17 -0.81
C 1.51195 -9.79934 -1.55090 0.21 -0.24 -0.06
C 2.21194 -9.17261 -2.74230 -0.05 0.08 -0.09
O -0.61574 -7.35061 0.50863 -0.26 0.69 -0.88
C -1.86205 -7.62748 1.13812 -0.17 -0.31 0.27
C -1.75655 -8.85685 2.02108 0.12 -0.10 0.13
O 0.71023 -6.54545 -1.15112 -2.28 -0.58 -2.72
C 0.75217 -5.86719 -2.40655 0.37 0.56 -0.32
C -0.60119 -5.75050 -3.07579 -0.10 -0.17 0.10
H 0.68018 -10.42978 -1.87800 -0.03 0.04 0.05
H 2.21470 -10.43858 -1.01260 -0.08 0.10 0.12
H 1.49179 -8.64518 -3.37647 0.01 -0.03 -0.06
H 2.70032 -9.93465 -3.35248 -0.05 0.02 0.00
H 2.96111 -8.44867 -2.41583 -0.01 -0.08 0.03
H -2.65883 -7.72995 0.39953 0.10 -0.13 0.00
H -2.11412 -6.76105 1.75502 0.18 0.07 -0.08
H -1.34829 -9.71147 1.48034 -0.14 0.07 -0.14
H -2.73554 -9.13078 2.42014 0.02 0.02 0.00
H -1.08159 -8.66487 2.85870 -0.07 0.05 -0.02
H 1.46854 -6.36432 -3.06673 -0.02 0.00 -0.03
H 1.14410 -4.86505 -2.21148 0.01 -0.11 0.14
H -0.98043 -6.73576 -3.37440 0.03 -0.02 -0.06
H -0.53302 -5.13271 -3.97281 -0.02 -0.05 0.01
H -1.33345 -5.31029 -2.39523 0.07 0.03 -0.01
O -6.55504 6.57005 3.50578 3.86 -0.70 -0.92
P -6.53899 6.45564 1.99813 -8.50 1.34 -0.76
O -7.25745 7.89686 1.62684 0.86 -0.07 0.04
C -6.61325 9.10776 1.99229 -0.02 0.33 0.01
C -5.44344 9.41414 1.07591 0.11 -0.08 -0.02
O -7.84946 5.47297 1.82746 1.03 -0.46 -0.26
C -8.32807 4.68672 2.91318 -0.30 0.04 0.33
C -9.42824 5.41638 3.66098 -0.16 0.12 -0.02
O -6.28424 6.18200 0.34163 2.86 -0.47 2.09
C -4.94545 6.02680 -0.12852 0.34 -0.06 -0.61
C -4.07458 5.19776 0.79212 -0.15 0.02 0.17
H -6.28874 9.07324 3.03620 -0.04 -0.06 0.00
H -7.35788 9.90184 1.90746 -0.08 -0.15 -0.02
H -4.62367 8.70985 1.25178 0.05 0.04 0.01
H -5.06304 10.42178 1.25323 0.02 -0.05 0.02
H -5.73792 9.32765 0.02821 -0.05 0.05 0.06
H -7.51152 4.40011 3.57814 -0.04 0.16 0.02
H -8.73060 3.76176 2.49199 0.06 0.09 -0.18
H -9.12065 6.41945 3.95877 0.17 -0.11 0.05
H -9.72189 4.86100 4.55431 0.00 0.00 -0.03
H -10.30642 5.53505 3.02170 0.04 -0.08 0.02
H -4.50097 7.01157 -0.29814 0.03 0.00 0.02
H -5.00799 5.53573 -1.10337 -0.17 0.06 0.07
H -3.91133 5.71122 1.74795 0.04 0.04 -0.01
H -3.10130 5.01865 0.33942 -0.06 0.06 0.08
H -4.54690 4.23696 1.01238 0.02 0.00 -0.10
```
Positions in Å, forces in eV/Å.

Results
Max |F|: 0.1679 Eh/bohr
HOMO energy: -9.5 eV
HOMO-LUMO gap: 8.14 eV
Net charge: 0